(1)
ORCA calculation (ωB97M-V with the def2-TZVPD basis set) on a single C4H7NO2 molecule.

Geometry (Å):
1 H 0.15068 1.29320 -2.54463
2 C -0.34819 0.58835 -1.87610
3 H -0.54137 -0.34580 -2.40724
4 C -1.14858 -0.90462 0.54819
5 O -1.87842 -1.16901 -0.37907
6 O 1.74095 0.67480 -0.71466
7 H -1.31755 0.97544 -1.55478
8 H -1.36312 -1.23671 1.58085
9 H 1.08817 1.01300 1.84076
10 C 0.57077 0.35776 -0.70604
11 H 0.32815 -0.44867 2.52541
12 C 0.86931 -0.04418 1.66749
13 H 1.81789 -0.56877 1.53834
14 N 0.03130 -0.18478 0.48149

HOMO level, eV: -10.3
Total energy, a.u.: -361.86809
Orbital gap, eV: 11.1
LUMO level, eV: 0.8010
ΔE to the lowest compared entry with this formula, charge and spin, kcal per mole: 8.0



(2)
ORCA calculation (ωB97M-V with the def2-TZVPD basis set) on a single C4H7NO2 molecule.

Geometry (Å):
1 C 0.68677 0.02684 1.23934
2 C 0.04944 0.26627 -0.72502
3 N -0.64958 0.83923 -1.60990
4 O -1.21580 -1.54543 0.62800
5 O -1.79624 0.11486 -1.91867
6 C -0.03728 -0.90923 0.24914
7 H -1.53851 -1.10761 1.42272
8 H -2.21726 0.67304 -2.58473
9 H 0.65673 -1.68181 -0.10964
10 H 2.18628 0.38123 -0.33509
11 H 1.34172 1.89571 0.10113
12 H 1.35543 -0.42045 1.97689
13 C 1.24500 0.81171 0.02556
14 H -0.06238 0.65013 1.74554

HOMO level, eV: -9.5
Total energy, a.u.: -361.75276
Orbital gap, eV: 10.5
LUMO level, eV: 0.9277
ΔE to the lowest compared entry with this formula, charge and spin, kcal per mole: 80.4



(3)
ORCA calculation (ωB97M-V with the def2-TZVPD basis set) on a single C4H7NO2 molecule at a distorted geometry.

Geometry (Å):
1 H 0.02970 0.34212 -1.40351
2 N -1.12681 -2.16982 -0.84256
3 O 0.98868 3.21394 0.49643
4 H 2.27408 1.69306 0.05172
5 H 0.80930 0.41936 1.60218
6 H 1.11705 -0.65301 -0.39667
7 C -1.02424 -0.99737 -0.14713
8 H -1.99027 -2.67088 -0.71177
9 C 0.30925 0.91122 0.76194
10 C 0.19866 -0.08643 -0.42173
11 O -1.88963 -0.66885 0.63968
12 H -0.62237 1.35243 1.08588
13 C 1.29571 2.05870 0.46227
14 H -0.36913 -2.74446 -1.17673

HOMO level, eV: -9.8
Total energy, a.u.: -361.85139
Orbital gap, eV: 10.4
LUMO level, eV: 0.6847
ΔE to the lowest compared entry with this formula, charge and spin, kcal per mole: 18.5



(4)
ORCA calculation (ωB97M-V with the def2-TZVPD basis set) on a single C4H7NO2 molecule at a distorted geometry.

Geometry (Å):
1 H 2.00312 -1.24538 0.11932
2 C -0.36087 1.26885 0.16233
3 O -1.04785 -0.76145 1.28660
4 O 0.97759 1.20703 0.67860
5 H -1.96798 -0.06197 -0.36780
6 N 1.39317 -0.70256 -0.54041
7 H -0.91180 1.87032 0.88634
8 C -0.94705 -0.12746 0.02800
9 H -0.18439 -0.55123 -1.95376
10 H -0.32166 1.78461 -0.80182
11 H -0.28966 -1.97127 -0.90312
12 H -0.23763 -0.56714 1.77881
13 C -0.04019 -0.90817 -0.92076
14 C 1.84442 0.30086 0.26074

HOMO level, eV: -8.7
Total energy, a.u.: -361.74475
Orbital gap, eV: 9.4
LUMO level, eV: 0.7378
ΔE to the lowest compared entry with this formula, charge and spin, kcal per mole: 85.4



(5)
ORCA calculation (ωB97M-V with the def2-TZVPD basis set) on a single C4H7NO2 molecule.

Geometry (Å):
1 O -0.50458 0.71554 0.41331
2 O -2.06989 -1.23631 -2.07702
3 H 1.43676 -1.75094 0.43360
4 H 1.74453 1.72002 0.27897
5 H -2.44670 0.82032 -0.08271
6 N 0.52478 -1.31256 0.33344
7 C 1.80449 0.78143 0.83527
8 C -1.65974 0.05867 -0.08867
9 H 2.72117 0.25530 0.56048
10 H -1.96061 -0.79377 0.52559
11 H 1.83815 1.02232 1.90172
12 C 0.60060 -0.06043 0.51789
13 C -1.41905 -0.39257 -1.51885
14 H -0.60991 0.17299 -2.03302

HOMO level, eV: -9.8
Total energy, a.u.: -361.82993
Orbital gap, eV: 10.6
LUMO level, eV: 0.8196
ΔE to the lowest compared entry with this formula, charge and spin, kcal per mole: 32.0



(6)
ORCA calculation (ωB97M-V with the def2-TZVPD basis set) on a single C4H7NO2 molecule.

Geometry (Å):
1 H -0.39201 -1.55832 1.41315
2 C 1.39857 1.50140 -0.54692
3 O -0.17762 0.43944 0.82707
4 C 0.70768 0.21962 -0.17303
5 O -2.60956 -2.00947 -0.00746
6 C -0.98882 -0.67726 1.16191
7 C -1.93685 -1.01150 0.02540
8 H -2.00671 -0.22539 -0.75512
9 H 2.25392 1.31615 -1.20263
10 H 0.68933 2.15807 -1.06767
11 N 0.81947 -0.93979 -0.67462
12 H -1.57328 -0.36107 2.03052
13 H 1.73059 2.02648 0.35391
14 H 1.51351 -0.96325 -1.41568

HOMO level, eV: -9.8
Total energy, a.u.: -361.83129
Orbital gap, eV: 10.6
LUMO level, eV: 0.8101
ΔE to the lowest compared entry with this formula, charge and spin, kcal per mole: 31.1



(7)
ORCA calculation (ωB97M-V with the def2-TZVPD basis set) on 2 unconnected molecules or ions with the total composition C4H7NO2 at a distorted geometry.

Geometry (Å):
1 C 1.38312 0.64743 -0.03237
2 H -3.69804 2.05928 -0.27044
3 H 2.06304 -0.14491 0.25195
4 N -3.85694 1.10193 -0.06309
5 H 1.87472 1.51545 -0.44922
6 C 0.16662 0.84148 0.81548
7 H -1.05510 -1.46046 -0.09560
8 O -2.79837 -0.96311 0.19810
9 H -0.19037 1.84732 0.99036
10 O -0.10738 -1.40323 -0.34392
11 C 0.02218 0.30509 -0.59187
12 C -3.21833 0.11007 0.05308
13 H 0.04920 0.18177 1.66518
14 H 0.00748 -1.73484 -1.24468

HOMO level, eV: -7.5
Total energy, a.u.: -361.69340
Orbital gap, eV: 8.2
LUMO level, eV: 0.6840
ΔE to the lowest compared entry with this formula, charge and spin, kcal per mole: 117.6



(8)
ORCA calculation (ωB97M-V with the def2-TZVPD basis set) on a single C4H7NO2 molecule at a distorted geometry.

Geometry (Å):
1 C 1.37198 0.71529 0.54441
2 C -1.10250 -0.39437 0.08915
3 H -0.08612 -1.30164 -1.59821
4 H 1.86832 -0.28870 -1.12007
5 H 1.79695 1.60617 0.03904
6 O -2.05324 0.07799 -0.84170
7 N 1.51347 -0.52969 -0.19838
8 H 1.81159 0.67302 1.55989
9 O -0.86664 1.98075 0.87778
10 C 0.01543 -1.22634 -0.50712
11 H -2.49862 0.81561 -0.39004
12 H 0.12601 -2.20727 -0.04502
13 H -1.63091 -0.88078 0.93338
14 C -0.26572 0.95995 0.65690

HOMO level, eV: -9.2
Total energy, a.u.: -361.79595
Orbital gap, eV: 10.1
LUMO level, eV: 0.9179
ΔE to the lowest compared entry with this formula, charge and spin, kcal per mole: 53.3



The lowest HOMO level belongs to which entry?
number 1



Which of these has the highest ΔE to the lowest compared entry with this formula, charge and spin?
number 7



Which formula does entry 4 have?
C4H7NO2